{"formula": "C57H126N6O9", "method": "wB97M-V/def2-TZVPD", "species": ["O", "O", "O", "O", "O", "O", "O", "O", "O", "N", "N", "N", "N", "N", "N", "C", "C", "C", "C", "C", "C", "C", "C", "C", "C", "C", "C", "C", "C", "C", "C", "C", "C", "C", "C", "C", "C", "C", "C", "C", "C", "C", "C", "C", "C", "C", "C", "C", "C", "C", "C", "C", "C", "C", "C", "C", "C", "C", "C", "C", "C", "C", "C", "C", "C", "C", "C", "C", "C", "C", "C", "C", "H", "H", "H", "H", "H", "H", "H", "H", "H", "H", "H", "H", "H", "H", "H", "H", "H", "H", "H", "H", "H", "H", "H", "H", "H", "H", "H", "H", "H", "H", "H", "H", "H", "H", "H", "H", "H", "H", "H", "H", "H", "H", "H", "H", "H", "H", "H", "H", "H", "H", "H", "H", "H", "H", "H", "H", "H", "H", "H", "H", "H", "H", "H", "H", "H", "H", "H", "H", "H", "H", "H", "H", "H", "H", "H", "H", "H", "H", "H", "H", "H", "H", "H", "H", "H", "H", "H", "H", "H", "H", "H", "H", "H", "H", "H", "H", "H", "H", "H", "H", "H", "H", "H", "H", "H", "H", "H", "H", "H", "H", "H", "H", "H", "H", "H", "H", "H", "H", "H", "H", "H", "H", "H", "H", "H", "H"], "xyz": [[-3.858447, -0.820099, 4.247806], [-0.983541, 1.496373, -0.826556], [-5.258698, 3.890320, -1.971926], [2.535902, 1.559060, -1.410790], [1.883010, 7.484518, 2.174393], [0.193925, -5.040669, -4.809507], [2.316995, -1.922790, 4.445766], [-6.822729, -0.950421, -2.791129], [-3.021535, 1.646787, 1.053466], [2.958196, 2.277180, -2.485773], [1.218975, 6.269742, 2.033023], [1.280458, -4.274840, -4.500150], [-3.080782, -0.044234, 5.076608], [-5.538055, -1.081886, -3.204789], [2.364676, -3.005395, 3.614379], [-5.521081, 1.138087, -4.433037], [-5.178057, 1.051916, 6.023137], [-1.172514, 0.089328, 3.362981], [2.791562, 5.188818, 3.555266], [2.855422, -2.674391, 2.238868], [1.692037, -5.823374, -2.526451], [1.814014, -3.326252, -6.746280], [4.218474, -4.215476, 5.010640], [-0.710318, 4.078358, 2.109441], [-1.424827, 0.986537, 7.074825], [5.183622, 2.900740, -1.489517], [-4.884335, -2.345156, -2.847784], [-5.341344, -0.405616, -4.626849], [-5.667313, -3.675046, -3.333731], [-6.128268, -1.087516, -5.651104], [1.302771, 5.328673, 3.192932], [-0.533601, 5.104009, 0.906486], [2.790607, -4.250043, 4.399089], [-0.041348, 6.478189, 1.250604], [-3.878642, -0.482738, -5.003972], [3.189715, 4.301680, -1.065776], [0.235970, -3.746599, -2.212541], [2.841308, -5.455566, 3.376920], [1.695194, -4.630287, 5.481603], [-1.585445, -0.240554, 4.853091], [4.196674, 4.284921, -3.385421], [2.996006, -3.969473, 1.387046], [2.795949, -5.451623, -6.065762], [-2.917357, 1.327561, 7.060797], [-4.041826, 3.361449, -1.572051], [-3.435716, -2.339488, -3.361969], [3.787254, 2.293671, -4.873287], [-0.960734, 0.929770, 5.616618], [3.878334, 3.375914, -2.075496], [3.611762, -3.351523, -4.887431], [0.342725, 7.089537, -0.171169], [1.786186, -1.715084, 1.626045], [1.555276, -4.306669, -3.027716], [4.760557, 3.461325, -4.515852], [3.628569, -5.165547, 2.078888], [-3.775414, 0.296899, 6.347159], [-4.201252, 0.862040, 1.194692], [2.808835, -3.474270, -2.494368], [-0.988564, -1.690532, 5.357859], [4.003065, -3.648542, -3.442609], [3.446800, 1.420230, -3.580490], [0.613540, 4.020456, 2.895514], [2.234076, 0.500204, -4.010437], [0.735436, 5.957047, 4.452618], [-0.730832, 0.165486, -0.951940], [-3.308070, -1.942521, -4.844615], [-4.820188, -2.472097, -1.334336], [2.352503, -4.111351, -5.542200], [4.595864, 0.489804, -3.363125], [-4.026106, -0.932938, 7.247007], [-1.067933, 7.244200, 1.944293], [4.190163, -1.920620, 2.208274], [4.949858, 5.019975, -3.101702], [4.789456, 4.051157, -5.432020], [-3.303195, 3.500586, -2.361464], [-0.470880, -3.322279, -2.925566], [-1.663751, -0.578806, 2.655606], [-4.180868, 2.286849, -1.453763], [-1.551127, 5.166151, 0.520647], [2.472206, -0.069553, -4.908654], [1.623252, -3.912867, 6.299061], [1.804262, -5.596576, 3.072347], [2.721133, 7.372802, 1.719777], [-3.563608, 3.763113, -0.678711], [-1.454482, -2.602271, 4.984029], [4.865894, -3.038185, -3.175986], [-5.719548, -4.473247, -2.593306], [-2.917313, -3.288947, -3.228275], [3.051773, -6.439698, 3.795584], [-2.239774, -1.988220, -5.056183], [-6.001608, -2.153339, -5.461160], [2.070368, -4.079373, 0.822071], [-4.955226, 1.498054, -3.573769], [-0.797137, 1.756686, 7.523122], [-1.604133, 4.357931, 2.667141], [4.363150, 1.704937, -5.587310], [-4.385716, -1.636420, -0.785715], [1.109188, -2.532903, -6.497433], [3.037635, -6.068362, -5.200121], [0.650140, -4.662738, 5.173519], [2.846016, 4.428895, 4.334780], [-1.349710, 0.065528, 7.652945], [3.403889, 4.788305, 2.747339], [1.814028, -0.118139, -3.217138], [3.460772, -2.308475, -5.165580], [1.121211, 6.959850, 4.636070], [3.283378, 6.090610, 3.919947], [5.071105, -2.557083, 2.291626], [-5.864695, -0.787092, -6.665193], [-5.095428, 1.390547, 0.864178], [3.283473, 4.754598, -3.750864], [-6.652995, -0.315683, -2.091201], [-0.611025, 7.061401, -0.698106], [-1.651947, -0.336297, -1.248351], [-0.462882, -0.412420, -0.067446], [5.603535, 3.648560, -0.816819], [-4.545059, -1.725353, 6.707689], [4.367442, -1.406252, 1.263764], [-1.008151, -1.606127, 6.444402], [4.419331, -4.655918, -3.439500], [-5.092455, 2.002820, 5.497249], [-4.696903, -0.768512, 8.090276], [1.739781, -0.783918, 2.190751], [4.339884, -0.310113, -2.668347], [-1.703993, 1.713824, -0.230515], [1.462524, -1.523618, 4.266477], [-7.175033, -0.834120, -5.483297], [-3.120172, 2.382559, 1.662166], [4.396752, -3.698253, -5.559482], [4.864047, -3.500613, 4.500442], [-6.747347, -3.651645, -3.478902], [-5.748446, 1.211751, 6.938133], [-0.347043, -4.354070, -5.206416], [-5.830764, 0.361787, 5.488527], [0.528809, 8.163472, -0.160308], [-5.216100, -4.148575, -4.205670], [-0.115635, -0.002976, 3.112820], [-0.036215, -0.010977, -1.773196], [-0.610081, 8.010243, 2.570114], [-3.102497, -1.403287, 7.584346], [1.360348, 3.403872, 2.395313], [5.740056, 3.044052, -4.282214], [0.096955, 0.666356, 5.622001], [4.761617, 0.072696, -4.356422], [1.814793, -5.598937, 5.966902], [1.814851, -5.937823, -1.449457], [-1.635848, 6.690461, 2.691921], [0.759437, -6.331990, -2.770720], [1.292338, -4.097378, -7.313122], [3.786910, 5.201712, -0.919484], [-6.024182, 3.462951, -1.580780], [-4.304010, 0.678034, 2.264120], [5.199343, 1.928917, -0.996150], [4.191172, -1.161831, 2.990785], [-3.764066, -2.591271, -5.592469], [2.547856, -2.777567, -7.336635], [2.974204, 2.783157, -5.409425], [0.413771, 3.574495, 3.869837], [1.400844, 1.176003, -4.203097], [5.618137, 0.785022, -3.126669], [3.395390, -5.896347, 1.304513], [-1.199110, 1.902944, 5.187412], [1.951244, -5.866833, -6.615470], [-3.078775, 2.288625, 6.572537], [3.737340, -3.705189, 0.632936], [4.043792, -3.814678, 6.009120], [-0.839255, 3.017968, 1.892501], [-3.736819, -0.229616, -6.054647], [0.782979, -2.141058, 1.611688], [0.429718, -2.863631, -1.603506], [2.100281, -1.636921, 0.585221], [3.036335, -3.819738, -1.485905], [3.655831, -5.388969, -6.732672], [1.601234, 1.772954, -1.363367], [-3.140721, 1.391985, 8.125722], [-4.226921, -3.283258, -0.912249], [-5.816747, -2.561119, -0.901856], [4.834658, -5.112245, 5.075620], [-3.856281, -1.633163, 4.758217], [-1.606600, 1.061924, 3.131201], [-0.341756, -4.549250, -1.754188], [-1.662455, 7.760157, 1.190347], [-2.780388, -1.603945, -2.895471], [6.108754, 2.926552, -2.065337], [-3.201086, 0.144343, -4.424509], [-5.230336, 1.653006, -5.348699], [0.048662, -1.681777, 5.022918], [0.861052, 5.368352, 5.361328], [-6.570185, 1.407475, -4.310982], [0.094313, 4.649839, 0.139961], [3.126298, 3.821863, -0.089113], [1.018955, 6.578275, -0.856328], [-0.354303, 5.971441, 4.472114], [2.621663, -2.405319, -2.392289], [2.624434, -6.152033, -2.985507], [4.687518, -4.961105, 2.236737], [-4.021764, -0.147191, 0.824124], [2.159638, 4.555460, -1.316029]], "atomic_forces_ev_per_a": [[-0.2, -0.9, 0.1], [1.0, 2.2, -0.1], [-0.9, 1.4, -0.5], [-0.2, -1.2, 1.5], [0.0, 0.5, 1.0], [-0.7, -0.5, -0.9], [0.6, 1.4, 0.9], [-1.4, 0.0, 0.8], [-0.1, 0.2, -0.4], [1.2, 2.3, -2.4], [-0.5, -1.6, -1.5], [2.9, 2.6, 1.8], [1.4, 1.8, -0.5], [3.6, 1.1, -2.7], [-0.1, -3.4, -0.5], [-1.3, -0.9, -0.3], [0.7, -1.8, 0.4], [-1.9, -1.0, 0.3], [0.2, -1.2, -0.4], [-0.2, 0.0, 0.5], [0.4, 1.7, -0.5], [-0.6, 0.1, 0.4], [-0.4, 1.7, 0.8], [1.6, 1.0, -0.4], [-0.5, 0.4, -1.0], [2.0, 0.3, 0.9], [-0.6, -1.6, 0.0], [1.9, 1.1, 3.1], [0.3, -0.1, 0.2], [-1.7, -0.3, -0.3], [0.7, 2.7, 0.6], [-1.3, -2.8, 0.5], [0.1, -1.8, -1.4], [3.3, -1.6, -1.1], [1.9, -2.4, -0.1], [-0.1, -0.6, 0.5], [0.7, 0.0, -2.1], [-1.2, 0.6, -0.8], [0.1, 0.8, 0.1], [-0.7, -0.2, -0.2], [0.0, -1.4, 1.1], [0.6, 2.1, 0.1], [-0.1, -0.5, 0.3], [1.0, 0.3, 0.8], [0.7, -1.4, -0.2], [0.0, 0.0, -1.6], [1.2, 0.8, 1.4], [0.5, -2.0, 1.6], [-0.2, 1.0, -1.8], [-1.1, -0.6, -1.5], [-1.7, 0.6, 0.6], [0.6, -1.2, 0.0], [-1.4, -0.3, 2.3], [-1.0, -1.0, -0.4], [-1.9, 0.5, 0.4], [-0.7, 0.8, -0.2], [0.4, -0.3, 1.6], [-0.3, -0.8, -1.4], [-0.4, 2.7, -0.5], [-0.3, -0.1, -0.5], [-1.6, 0.2, -1.7], [0.0, 0.1, 0.4], [-0.1, 1.3, 0.4], [-1.5, 0.2, 0.9], [-1.2, -2.0, -0.6], [-0.3, 0.9, 0.2], [-0.4, 0.5, 1.5], [0.5, 0.6, 1.7], [1.2, -1.3, -0.1], [-0.3, -0.4, -0.5], [-0.6, 2.0, 1.1], [0.3, 0.3, 0.3], [-0.3, 0.3, 0.2], [0.6, 0.2, 0.1], [-0.2, 0.1, -0.2], [0.0, -0.1, -0.5], [-0.1, -0.3, 0.0], [0.5, -0.2, 0.2], [0.0, 0.3, -0.6], [0.0, -0.1, 0.1], [0.6, 0.3, 0.1], [-0.3, 0.1, -0.3], [0.1, -0.1, -0.2], [-0.5, 0.3, 0.3], [-0.3, 0.3, 0.0], [-0.1, 0.3, 0.2], [1.0, 0.1, 0.5], [-0.5, -0.3, 0.3], [0.6, 0.3, 0.6], [0.1, 0.3, -0.3], [-0.1, -0.1, -0.6], [-0.2, -0.9, 0.4], [0.1, -0.1, -0.2], [-0.4, 0.0, 0.5], [0.3, 0.3, 0.5], [-0.4, -0.4, 0.0], [0.1, 0.7, -0.6], [-0.2, -0.1, 0.5], [0.1, -0.4, -0.3], [0.1, 0.1, -1.0], [0.1, 0.1, 0.2], [0.6, -0.1, -0.2], [-0.1, 0.1, -0.4], [0.7, -0.4, 0.1], [0.1, 0.3, 0.7], [-0.1, 0.0, -0.1], [-0.4, 0.1, 0.0], [-0.1, -0.2, 0.4], [0.1, -0.2, 0.0], [0.0, -0.3, -0.5], [-0.1, 0.2, 0.3], [-1.0, 0.1, 0.3], [-0.3, -0.1, -0.2], [-0.3, -0.4, -0.4], [0.7, 0.4, 0.4], [-0.8, 0.1, 1.0], [-0.1, -0.1, -0.4], [-0.4, 0.1, -0.2], [0.1, -0.6, 0.0], [-0.3, -0.3, 0.3], [0.3, -0.2, -0.1], [0.3, 0.5, 0.1], [0.3, 0.2, -0.5], [-0.1, -0.1, 0.0], [-0.3, -0.4, 0.4], [0.0, 0.1, 0.1], [-0.2, -0.2, -0.2], [0.2, 0.2, 0.0], [0.4, 0.2, 0.1], [-0.2, 0.2, -0.1], [-0.1, 1.2, -0.5], [0.4, 0.2, 0.4], [-0.8, -0.4, -0.1], [0.2, 0.1, -0.5], [0.5, 0.0, 0.4], [0.0, 0.3, -0.2], [0.1, 0.4, 0.6], [0.3, 0.1, 0.2], [0.2, 0.4, -0.2], [0.1, 0.3, 0.2], [-0.3, -0.3, -0.4], [0.1, 0.2, 0.0], [0.4, 0.7, -0.2], [-0.2, -0.7, 0.1], [0.7, -0.1, -0.2], [0.0, 0.5, 0.1], [-0.4, -0.3, -0.5], [0.5, -0.4, -0.5], [-0.1, 0.5, -0.7], [-0.1, 0.1, -0.2], [0.4, -0.1, 0.2], [-0.4, 0.0, 0.2], [-0.5, 0.1, 0.2], [0.2, 0.0, 0.1], [-0.3, -0.3, 0.3], [0.4, -0.6, -0.1], [-0.6, -0.5, 0.4], [0.2, -0.3, 0.1], [0.0, 0.1, -0.5], [-0.3, 0.9, 0.4], [0.9, -0.9, 0.5], [0.3, -0.2, -0.4], [0.2, -0.5, 0.1], [0.1, 0.2, 0.2], [-0.1, 0.3, -0.4], [0.6, 0.0, 0.3], [-0.4, 0.2, -1.0], [-0.3, 0.4, 0.0], [0.0, -0.3, 0.2], [0.4, -0.5, 0.6], [-0.1, 0.8, -0.1], [-0.1, -0.2, -0.1], [0.0, 0.1, 0.0], [-0.3, -0.1, 0.3], [-0.9, 0.2, -0.1], [-0.1, -0.5, -0.7], [-0.2, -0.2, -0.1], [-0.7, -0.4, -0.1], [-0.5, -1.0, -0.5], [0.5, 0.1, 0.0], [0.4, 0.1, 0.5], [-0.6, -0.1, 0.4], [-0.4, 0.2, 0.7], [-0.5, -0.6, -1.4], [-0.4, 0.3, 0.2], [0.3, 0.0, 0.0], [-0.2, -0.3, 0.3], [0.9, -0.3, 0.0], [-0.2, 0.0, 0.3], [0.1, 0.0, 0.0], [0.1, -0.1, 0.1], [0.4, -0.3, 0.8], [-0.3, 0.5, -0.6], [-0.4, 0.1, -0.3], [-0.4, -0.9, -0.2], [0.0, -0.4, -0.1], [-0.2, 0.4, -0.7], [0.1, 0.1, -0.4]], "lowdin_charge": [-0.0201, -0.1046, -0.1036, -0.0066, -0.0172, -0.0030, -0.0316, -0.0032, -0.1611, -0.1275, -0.1059, -0.1486, -0.1247, -0.1296, -0.1103, -0.0194, -0.0129, -0.0187, -0.0401, -0.4710, -0.0315, -0.0383, -0.0301, -0.1325, -0.1726, -0.0552, -0.4614, -0.4763, -0.0214, -0.0350, -0.5100, -0.1277, -0.4122, -0.5185, -0.1515, -0.0459, -0.0072, -0.1455, -0.0388, -0.3963, -0.1183, -0.1596, -0.0488, -0.1590, -0.1924, -0.1424, -0.1114, -0.1595, -0.4582, -0.1088, -0.0132, -0.0333, -0.3717, -0.2035, -0.1600, -0.4624, -0.1039, -0.1150, 0.0273, -0.1769, -0.4664, -0.1297, -0.0273, -0.0560, -0.1880, -0.1655, -0.0589, -0.4827, -0.0566, -0.0266, -0.0383, -0.0411, 0.1137, 0.1067, 0.0896, 0.0420, 0.0747, 0.0629, 0.1102, 0.0726, 0.0664, 0.1080, 0.1038, 0.0637, 0.0787, 0.1039, 0.0647, 0.1114, 0.1122, 0.0963, 0.0781, 0.1105, 0.0627, 0.1138, 0.0995, 0.1064, 0.0536, 0.0780, 0.0793, 0.0673, 0.0854, 0.0985, 0.0774, 0.0512, 0.0897, 0.0883, 0.0828, 0.0741, 0.0981, 0.0829, 0.1176, 0.1053, 0.0740, 0.0645, 0.0703, 0.0802, 0.0724, 0.0811, 0.0600, 0.1045, 0.0741, 0.0860, 0.0688, 0.0811, 0.0285, 0.0474, 0.0913, 0.0786, 0.1057, 0.0682, 0.0723, 0.0728, 0.1000, 0.0664, 0.0782, 0.0671, 0.0632, 0.0697, 0.0917, 0.0729, 0.1217, 0.0991, 0.1206, 0.0775, 0.0775, 0.0645, 0.0805, 0.0735, 0.0734, 0.0850, 0.0786, 0.0660, 0.0884, 0.0812, 0.1005, 0.0854, 0.1138, 0.1080, 0.0821, 0.0777, 0.1092, 0.1158, 0.0779, 0.1141, 0.0992, 0.0726, 0.0792, 0.1167, 0.0808, 0.0535, 0.0782, 0.0860, 0.0895, 0.0900, 0.1222, 0.0887, 0.0823, 0.0825, 0.0812, 0.0596, 0.0701, 0.0937, 0.0997, 0.0729, 0.1163, 0.0879, 0.0381, 0.0819, 0.0761, 0.1092, 0.0734, 0.0666, 0.0725, 0.0944, 0.0615, 0.1106, 0.0752, 0.0682], "homo_lumo_gap_ev": 8.2, "de_lowest_kcal_mol": 145.7, "homo_ev": -7.9}